No. 1
Entry from OMol25: a cluster of 7 separate species, C46H87N3O13S7Si in total at a distorted geometry (wB97M-V/def2-TZVPD).

Cartesian coordinates (Å):
C -5.05059 -0.06316 0.73833
C -3.78778 0.81633 0.82885
C -2.55191 -0.07983 0.54811
C -1.27078 0.36633 1.34841
C -1.22068 -0.52391 2.61593
Si 0.19764 0.08344 0.17863
C 0.51626 1.69151 -0.76552
C -0.68880 1.90084 -1.74463
C -0.30650 2.61326 -3.04382
C -1.54488 2.97534 -3.90542
C -2.09766 1.80856 -4.72340
C -2.87406 0.74162 -3.89075
C -2.23589 -0.64915 -4.13299
S -3.41189 -1.92036 -3.55329
C -3.60932 -3.03022 -4.88662
N -4.54917 -3.88367 -4.93667
N -4.41556 -4.58610 -6.13263
C -3.38291 -4.10208 -6.69161
O -2.80286 -3.10282 -5.98418
C 1.73287 -0.67467 0.98231
C 2.70708 0.34624 1.60853
C 3.74328 -0.41049 2.49983
C 5.09727 -0.60985 1.80046
N 5.51229 -2.01112 1.62142
C 4.98694 -3.17441 2.08690
C 5.76727 -4.16632 1.56884
C 6.78668 -3.59169 0.78485
C 6.59762 -2.22799 0.86226
H -5.96659 0.52745 0.77433
H -4.99643 -0.79390 1.55250
H -4.99291 -0.65055 -0.18400
H -3.67313 1.24608 1.83080
H -3.78464 1.60117 0.05825
H -2.37070 -0.05045 -0.53031
H -2.81209 -1.10068 0.85126
H -1.42253 1.42776 1.57694
H -0.93035 -1.53008 2.29551
H -0.51709 -0.10147 3.33814
H -2.21975 -0.62712 3.05463
H -0.27339 -0.90475 -0.83113
H 1.46399 1.71790 -1.31086
H 0.46192 2.54324 -0.07409
H -1.53293 2.39876 -1.25795
H -1.00698 0.89161 -2.03123
H 0.19093 3.56517 -2.82259
H 0.36332 1.98527 -3.64163
H -2.31641 3.48647 -3.32125
H -1.18630 3.72225 -4.62919
H -1.31450 1.30765 -5.30437
H -2.80639 2.18653 -5.47038
H -2.92069 0.98001 -2.82758
H -3.90195 0.65774 -4.25404
H -1.27515 -0.73297 -3.62009
H -2.08180 -0.74602 -5.20923
H -2.97064 -4.43227 -7.63130
H 2.27198 -1.27080 0.23735
H 1.37691 -1.32641 1.79010
H 3.26102 0.88926 0.83646
H 2.19980 1.09245 2.22974
H 3.27341 -1.34406 2.81239
H 3.90163 0.15426 3.42726
H 5.90093 -0.03636 2.27042
H 5.00078 -0.19202 0.79219
H 4.13145 -3.23618 2.73624
H 5.63246 -5.22731 1.72449
H 7.55136 -4.10084 0.22244
H 7.18367 -1.44357 0.40643
C -8.53946 -5.82677 -3.50059
C -7.89108 -4.76584 -4.39872
C -8.68716 -3.46726 -4.22212
S -9.38190 -3.52435 -2.56697
O -10.81862 -3.59514 -2.67019
O -8.73298 -2.54157 -1.73734
C -8.76019 -5.15000 -2.15159
H -7.91311 -6.71289 -3.40469
H -9.49873 -6.13540 -3.92401
H -6.85714 -4.60756 -4.08942
H -7.87411 -5.07659 -5.44254
H -8.05439 -2.58721 -4.31197
H -9.51394 -3.40293 -4.92777
H -9.47994 -5.66622 -1.52009
H -7.81925 -5.01674 -1.61812
C 5.59353 -3.45764 -3.68394
C 6.11136 -2.51751 -4.77944
C 5.36214 -1.18698 -4.63341
S 4.92084 -1.05161 -2.89543
O 3.48106 -1.09083 -2.78105
O 5.69467 0.00228 -2.28494
C 5.58159 -2.63353 -2.40243
H 6.21920 -4.34371 -3.58145
H 4.57948 -3.78565 -3.92788
H 7.18101 -2.35448 -4.64017
H 5.97042 -2.93964 -5.77478
H 5.98175 -0.33701 -4.90958
H 4.44070 -1.17749 -5.21343
H 4.95827 -3.06023 -1.61852
H 6.59091 -2.47132 -2.03397
C 11.47521 -3.62016 -1.25303
C 12.15465 -2.41224 -1.90864
C 11.05321 -1.55247 -2.54026
S 9.56982 -1.84650 -1.57044
O 8.58769 -2.50298 -2.40397
O 9.24438 -0.66378 -0.81834
C 10.29185 -3.05894 -0.47048
H 12.15857 -4.16615 -0.60428
H 11.11983 -4.30773 -2.02430
H 12.68107 -1.83383 -1.14657
H 12.88924 -2.71650 -2.65315
H 11.29447 -0.49289 -2.50650
H 10.84605 -1.85336 -3.56586
H 9.55102 -3.80928 -0.21332
H 10.62246 -2.53509 0.42592
C -5.61168 6.31379 0.84605
C -6.55813 6.11330 -0.34341
C -5.69987 5.72956 -1.55557
S -4.24270 4.91203 -0.89571
O -3.08486 5.72005 -1.18792
O -4.28611 3.50912 -1.23058
C -4.66626 5.11869 0.82880
H -6.15244 6.37807 1.78680
H -5.04557 7.23963 0.71685
H -7.25832 5.30603 -0.11779
H -7.14563 7.00806 -0.54705
H -6.21867 5.04594 -2.22363
H -5.36782 6.60680 -2.10818
H -3.76088 5.27428 1.41132
H -5.17260 4.20999 1.15602
C -7.52313 7.88336 6.77500
C -8.69491 8.43611 5.95382
C -8.27573 8.40683 4.47875
S -7.09080 7.06588 4.32195
O -5.80763 7.62249 3.97479
O -7.67972 5.99137 3.56187
C -7.06931 6.61840 6.05310
H -7.81322 7.67287 7.80339
H -6.71023 8.61279 6.79600
H -9.57211 7.80236 6.09993
H -8.96529 9.44452 6.26410
H -9.11884 8.21476 3.81953
H -7.77659 9.32830 4.18411
H -6.07010 6.29383 6.33452
H -7.78217 5.80600 6.19343
C 4.96203 -1.66408 6.34081
C 5.03176 -1.87880 7.85831
C 5.50290 -3.31849 8.09785
S 6.49941 -3.76366 6.66937
O 5.82864 -4.81804 5.95465
O 7.88020 -3.87029 7.06483
C 6.26337 -2.22865 5.77968
H 4.84142 -0.61147 6.08644
H 4.11021 -2.21097 5.92899
H 5.75061 -1.17953 8.29097
H 4.07009 -1.69651 8.33682
H 6.11030 -3.40387 8.99554
H 4.66576 -4.01237 8.14886
H 6.22176 -2.42275 4.70826
H 7.10688 -1.57821 6.01097

Calculated values
Frontier orbital gap in eV: 8.409
HOMO energy in eV: -7.994
LUMO in Eh: 0.015
SMILES: CCC[C@@H](C)[Si@@H](CCCCCCCSc1nnco1)CCCCn1cccc1.O=S1(=O)CCCC1.O=S1(=O)CCCC1.O=S1(=O)CCCC1.O=S1(=O)CCCC1.O=S1(=O)CCCC1.O=S1(=O)CCCC1
Calculated total energy in eV: -163922.399
Net charge: 0

Löwdin population analysis, charges in e, atoms 1 to 99: number 1, C, carries -0.100; number 2, C, carries -0.252; number 3, C, carries -0.257; number 4, C, carries -0.409; number 5, C, carries -0.123; number 6, Si, carries 0.699; number 7, C, carries -0.247; number 8, C, carries -0.277; number 9, C, carries -0.195; number 10, C, carries -0.204; number 11, C, carries -0.195; number 12, C, carries -0.257; number 13, C, carries -0.450; number 14, S, carries 1.003; number 15, C, carries -0.689; number 16, N, carries 0.022; number 17, N, carries 0.060; number 18, C, carries -0.203; number 19, O, carries 0.039; number 20, C, carries -0.273; number 21, C, carries -0.243; number 22, C, carries -0.176; number 23, C, carries -0.112; number 24, N, carries -0.108; number 25, C, carries -0.103; number 26, C, carries -0.105; number 27, C, carries -0.097; number 28, C, carries -0.118; number 29, H, carries 0.067; number 30, H, carries 0.070; number 31, H, carries 0.070; number 32, H, carries 0.102; number 33, H, carries 0.074; number 34, H, carries 0.060; number 35, H, carries 0.104; number 36, H, carries 0.101; number 37, H, carries 0.069; number 38, H, carries 0.070; number 39, H, carries 0.073; number 40, H, carries 0.028; number 41, H, carries 0.075; number 42, H, carries 0.076; number 43, H, carries 0.107; number 44, H, carries 0.041; number 45, H, carries 0.112; number 46, H, carries 0.115; number 47, H, carries 0.097; number 48, H, carries 0.105; number 49, H, carries 0.105; number 50, H, carries 0.107; number 51, H, carries 0.086; number 52, H, carries 0.095; number 53, H, carries 0.075; number 54, H, carries 0.078; number 55, H, carries 0.131; number 56, H, carries 0.076; number 57, H, carries 0.060; number 58, H, carries 0.101; number 59, H, carries 0.102; number 60, H, carries 0.080; number 61, H, carries 0.098; number 62, H, carries 0.125; number 63, H, carries 0.112; number 64, H, carries 0.111; number 65, H, carries 0.096; number 66, H, carries 0.075; number 67, H, carries 0.110; number 68, C, carries -0.223; number 69, C, carries -0.222; number 70, C, carries -0.219; number 71, S, carries 0.658; number 72, O, carries -0.327; number 73, O, carries -0.329; number 74, C, carries -0.234; number 75, H, carries 0.114; number 76, H, carries 0.116; number 77, H, carries 0.087; number 78, H, carries 0.113; number 79, H, carries 0.101; number 80, H, carries 0.102; number 81, H, carries 0.105; number 82, H, carries 0.107; number 83, C, carries -0.208; number 84, C, carries -0.214; number 85, C, carries -0.217; number 86, S, carries 0.656; number 87, O, carries -0.335; number 88, O, carries -0.329; number 89, C, carries -0.244; number 90, H, carries 0.117; number 91, H, carries 0.117; number 92, H, carries 0.100; number 93, H, carries 0.111; number 94, H, carries 0.101; number 95, H, carries 0.101; number 96, H, carries 0.108; number 97, H, carries 0.050; number 98, C, carries -0.216; number 99, C, carries -0.213

=====

No. 2
Entry from OMol25: a cluster of 2 separate species, C4H4Cl2 in total at a distorted geometry (wB97M-V/def2-TZVPD).

Cartesian coordinates (Å):
C 0.81864 0.04494 0.14537
C 2.60495 1.39976 0.49980
C -0.36701 0.50966 -0.11110
C -1.64255 -0.35449 -0.21237
Cl 1.23497 -1.58063 0.22173
Cl 3.77517 0.46025 -0.01311
H -0.71271 1.58542 -0.18326
H -1.42737 -1.49958 -0.43041
H -2.49497 -0.03734 -0.72326
H -1.78913 -0.52799 0.80659

Calculated values
Frontier orbital gap in eV: 7.553
HOMO energy in eV: -8.504
LUMO in Eh: -0.035
Energy relative to the best compared isomer or geometry (same formula, charge and spin) in eV: 5.823
Calculated total energy in eV: -29250.836
Net charge: 0

Partial atomic charges computed with the Löwdin method, in multiples of e: number 1, C, carries -0.724; number 2, C, carries -0.433; number 3, C, carries -0.274; number 4, C, carries -0.117; number 5, Cl, carries 0.617; number 6, Cl, carries 0.636; number 7, H, carries 0.119; number 8, H, carries 0.092; number 9, H, carries 0.041; number 10, H, carries 0.043

=====

No. 3
Entry from OMol25: the ion C5H11N2S with charge +1 at a distorted geometry (wB97M-V/def2-TZVPD).

Cartesian coordinates (Å):
C -1.65873 0.75032 -1.34606
C -2.17887 1.08881 0.03578
C -0.44937 -0.64568 -0.12880
C 2.15221 -0.71436 -0.87040
C 1.26443 -0.14240 0.19157
N -0.78635 -0.15078 -1.36437
N -1.42568 0.15192 0.89889
S -0.72539 -2.41075 0.04735
H -1.99224 1.24618 -2.24042
H -1.96008 2.13085 0.27753
H -3.25852 0.93227 0.10179
H 2.07220 -1.79692 -0.92386
H 3.18352 -0.46703 -0.62790
H 1.91322 -0.29764 -1.84173
H 1.22437 0.94202 0.17811
H 1.47358 -0.52829 1.18666
H -0.89067 0.61900 1.63207
H -2.03006 -0.55135 1.33549
H 0.34921 -2.67282 0.79031

Calculated values
Frontier orbital gap in eV: 10.714
HOMO energy in eV: -13.991
LUMO in Eh: -0.120
SMILES: CC[C@]1(S)N=CC[NH2+]1
Energy relative to the best compared isomer or geometry (same formula, charge and spin) in eV: 1.694
Calculated total energy in eV: -19171.192
Net charge: +1

Partial atomic charges computed with the Löwdin method, in multiples of e: number 1, C, carries -0.062; number 2, C, carries -0.078; number 3, C, carries -0.705; number 4, C, carries -0.114; number 5, C, carries -0.136; number 6, N, carries 0.063; number 7, N, carries 0.093; number 8, S, carries 0.875; number 9, H, carries 0.136; number 10, H, carries 0.141; number 11, H, carries 0.141; number 12, H, carries 0.072; number 13, H, carries 0.091; number 14, H, carries 0.081; number 15, H, carries 0.101; number 16, H, carries 0.095; number 17, H, carries 0.171; number 18, H, carries 0.144; number 19, H, carries -0.109

=====

No. 4
Entry from OMol25: a cluster of 10 separate species, C5H30N2O10 in total at a distorted geometry (wB97M-V/def2-TZVPD).

Cartesian coordinates (Å):
C -1.49075 -0.01752 0.32490
O -1.12518 0.50013 -0.98927
C -0.79317 0.66763 1.50284
C 0.53637 0.15925 2.04251
C 1.86351 0.84705 1.56682
C 3.79502 -0.23598 0.93157
N 2.61132 0.07725 0.63897
N -1.88845 0.72928 2.47818
H -1.37729 -1.10779 0.32520
H -2.58906 -0.06153 0.43690
H -0.27122 0.05537 -1.25174
H -0.61993 1.70988 1.25540
H 0.51912 -0.95236 1.89288
H 0.56110 0.23514 3.12777
H 1.68504 1.77517 1.00893
H 2.31310 0.84286 2.60709
H 4.33987 -0.16373 1.87298
H 4.48542 -0.77691 0.26598
H -2.33843 1.60834 2.63033
H -1.79398 0.21784 3.33617
H -0.23018 -3.38241 -2.77416
H -0.93580 -2.47384 -1.75326
O -0.10164 -2.93803 -1.93177
H 1.41394 -0.96920 -1.12260
H 1.81447 0.39423 -1.44264
O 1.41283 -0.37116 -1.88464
H 0.32237 -3.79028 -0.52943
H 1.28026 -4.89198 0.02852
O 0.71467 -4.16271 0.31377
H 0.36871 4.84977 0.99845
H -0.18618 3.66976 0.73246
O 0.68807 3.93040 1.08875
H -0.98037 1.45059 -4.63578
H -0.05590 0.27189 -4.40263
O -0.80414 0.53816 -4.95103
H 1.71024 -3.64954 1.73072
H 3.24963 -3.46552 1.69423
O 2.44463 -3.07423 2.07253
H -2.38256 3.20998 0.11043
H -3.71050 2.57825 -0.25156
O -3.21672 2.90812 0.50620
H -1.50579 2.25278 -1.44968
H -0.10612 3.06243 -1.57820
O -1.05821 3.13634 -1.47144
H -2.35532 -1.07567 -1.81849
H -3.45424 -2.16702 -1.32755
O -2.75855 -1.95048 -1.95560

Calculated values
Frontier orbital gap in eV: 9.120
HOMO energy in eV: -8.826
LUMO in Eh: 0.011
SMILES: C=NCC[C@H](N)CO.O.O.O.O.O.O.O.O.O
Energy relative to the best compared isomer or geometry (same formula, charge and spin) in eV: 4.058
Calculated total energy in eV: -29125.215
Net charge: 0

Partial atomic charges computed with the Löwdin method, in multiples of e: number 1, C, carries -0.195; number 2, O, carries -0.136; number 3, C, carries -0.358; number 4, C, carries -0.116; number 5, C, carries -0.208; number 6, C, carries -0.041; number 7, N, carries -0.051; number 8, N, carries 0.035; number 9, H, carries 0.109; number 10, H, carries 0.113; number 11, H, carries 0.056; number 12, H, carries 0.101; number 13, H, carries 0.123; number 14, H, carries 0.102; number 15, H, carries 0.104; number 16, H, carries 0.127; number 17, H, carries 0.078; number 18, H, carries 0.075; number 19, H, carries 0.059; number 20, H, carries 0.067; number 21, H, carries 0.076; number 22, H, carries 0.016; number 23, O, carries -0.042; number 24, H, carries 0.028; number 25, H, carries 0.037; number 26, O, carries -0.071; number 27, H, carries 0.014; number 28, H, carries 0.050; number 29, O, carries -0.096; number 30, H, carries 0.060; number 31, H, carries 0.006; number 32, O, carries -0.072; number 33, H, carries 0.043; number 34, H, carries 0.019; number 35, O, carries -0.069; number 36, H, carries 0.004; number 37, H, carries 0.031; number 38, O, carries -0.109; number 39, H, carries -0.001; number 40, H, carries 0.046; number 41, O, carries -0.048; number 42, H, carries 0.031; number 43, H, carries 0.044; number 44, O, carries -0.082; number 45, H, carries 0.026; number 46, H, carries 0.063; number 47, O, carries -0.047